{"formula": "C37H30BrCsF3IN4O3S2", "method": "the ωB97M-V functional and the def2-TZVPD basis", "charge": -2, "multiplicity": 1, "total_energy_ha": -5860.50176, "gap_ev": 5.4, "de_lowest_ev": 2.0660, "lumo_ev": 3.7, "homo_energy_ev": -1.76, "symbols": ["Cs", "C", "C", "N", "C", "C", "C", "O", "C", "C", "N", "C", "C", "C", "C", "C", "C", "I", "C", "O", "H", "H", "H", "H", "H", "H", "H", "H", "H", "H", "H", "H", "S", "C", "C", "C", "C", "C", "N", "H", "H", "H", "H", "Br", "C", "C", "C", "C", "C", "N", "H", "H", "H", "H", "F", "C", "F", "F", "O", "S", "C", "C", "C", "C", "C", "C", "C", "C", "C", "C", "C", "C", "H", "H", "H", "H", "H", "H", "H", "H", "H", "H"], "xyz": [[-1.441026, -0.202174, -0.204590], [-3.970321, -2.030715, 1.923442], [-2.811961, -2.455568, 2.787680], [-3.030368, -2.660718, 4.064808], [-2.012255, -3.071058, 4.858445], [-0.756319, -3.333927, 4.383958], [0.291747, -3.838434, 5.334836], [0.670078, -5.206158, 5.121708], [-0.498623, -3.177049, 3.001170], [0.841994, -3.529557, 2.509539], [1.250625, -4.039783, 1.413830], [0.366034, -4.477528, 0.413295], [-0.664756, -5.374979, 0.685892], [-1.474546, -5.861484, -0.326821], [-1.267643, -5.466329, -1.642027], [-0.227366, -4.594773, -1.934313], [0.590624, -4.122975, -0.918456], [2.162257, -2.834167, -1.393170], [-1.511043, -2.646367, 2.158943], [-1.324532, -2.320128, 0.944962], [-4.895391, -2.342717, 2.406717], [-4.016923, -0.942786, 1.787738], [-3.889888, -2.483144, 0.932178], [-2.239974, -3.211891, 5.910355], [1.182242, -3.203777, 5.307125], [-0.103196, -3.798369, 6.348497], [0.842553, -5.323664, 4.181038], [1.650601, -3.341626, 3.223317], [-0.840048, -5.663253, 1.715385], [-2.281812, -6.541540, -0.084460], [-1.907343, -5.830681, -2.436670], [-0.045600, -4.281235, -2.954086], [3.083133, 3.355370, -0.223893], [2.883444, 2.354144, -1.618667], [3.752860, 2.499075, -2.743931], [3.634265, 1.694335, -3.848483], [2.629637, 0.719391, -3.884039], [1.812825, 0.644481, -2.771984], [1.907213, 1.411811, -1.683905], [4.514175, 3.265520, -2.687415], [4.311559, 1.818407, -4.688822], [2.493521, 0.049727, -4.723665], [1.011897, -0.092973, -2.752939], [-0.352919, 5.005648, 1.529535], [0.561348, 3.495678, 2.245670], [1.525591, 3.743455, 3.211863], [2.133563, 2.651911, 3.797854], [1.772734, 1.380189, 3.386318], [0.845318, 1.266358, 2.370344], [0.209909, 2.308466, 1.821137], [1.776955, 4.757650, 3.483904], [2.887762, 2.793760, 4.562254], [2.231487, 0.494184, 3.804423], [0.562594, 0.285540, 2.006533], [-4.939407, 1.297186, 1.869439], [-4.288381, 1.735744, 0.699865], [-5.404781, 2.155990, -0.071080], [-3.804920, 3.005830, 1.149246], [-1.737343, 1.455109, -1.889867], [-1.835845, 2.842966, -1.328245], [-0.757365, 3.841326, -2.386338], [-0.136556, 3.221544, -3.453396], [0.721075, 3.959153, -4.260267], [0.942354, 5.303429, -3.996435], [0.294603, 5.919367, -2.931429], [-0.560238, 5.188316, -2.123112], [-3.364251, 3.544919, -1.963230], [-3.898628, 4.665086, -1.351190], [-5.069352, 5.210367, -1.853996], [-5.701949, 4.622075, -2.942314], [-5.161842, 3.484579, -3.529632], [-3.982410, 2.938663, -3.040753], [-0.307972, 2.168761, -3.625280], [1.243379, 3.464271, -5.068777], [1.633745, 5.869946, -4.608449], [0.472460, 6.965995, -2.714432], [-1.059205, 5.663461, -1.287880], [-3.436298, 5.066280, -0.457292], [-5.509836, 6.073213, -1.369989], [-6.628805, 5.039091, -3.318862], [-5.667482, 3.012634, -4.363628], [-3.547425, 2.039721, -3.462720]], "atomic_forces_ev_per_a": [[0.428, 0.087, 1.173], [0.135, 0.025, 0.080], [-0.014, -0.052, 0.033], [0.050, -0.052, 0.012], [-0.161, 0.086, -0.153], [0.024, -0.049, -0.018], [-0.018, -0.125, -0.031], [-0.011, 0.050, 0.039], [0.276, -0.076, -0.035], [-0.145, 0.164, 0.147], [-0.151, -0.117, -0.259], [0.143, 0.093, 0.081], [-0.088, -0.036, -0.013], [0.023, 0.033, 0.016], [0.042, 0.028, 0.041], [-0.004, -0.017, 0.052], [0.031, -0.053, 0.015], [-0.112, 0.037, 0.037], [-0.036, -0.102, -0.034], [0.031, -2.379, 1.366], [-0.016, 0.040, -0.025], [0.052, -0.121, 0.025], [0.001, 0.002, 0.036], [-0.044, 0.018, -0.010], [0.087, 0.040, -0.010], [-0.009, -0.015, 0.042], [-0.008, 0.031, 0.001], [-0.022, -0.006, -0.007], [-0.005, -0.005, -0.010], [-0.003, -0.006, 0.009], [0.014, 0.002, 0.017], [0.003, 0.002, 0.007], [-0.043, -0.153, -0.234], [-0.025, -0.082, -0.130], [-0.008, 0.062, 0.134], [-0.064, -0.002, 0.001], [0.078, 0.085, 0.061], [-0.065, 0.069, 0.147], [0.062, -0.005, 0.062], [0.019, -0.002, -0.013], [0.005, 0.009, 0.017], [0.001, 0.008, 0.006], [-0.012, 0.037, 0.008], [-0.013, -0.045, -0.016], [-0.049, -0.125, 0.023], [0.019, 0.066, 0.046], [0.039, 0.074, 0.063], [0.189, -0.044, -0.174], [-0.339, 0.045, 0.002], [0.120, -0.065, 0.083], [0.007, -0.006, -0.001], [-0.009, 0.011, 0.000], [-0.021, 0.014, -0.008], [0.020, -0.030, -0.037], [-0.004, -0.076, 0.006], [0.065, 0.172, 0.004], [0.008, -0.053, 0.012], [-0.052, -0.058, -0.021], [-0.521, 2.388, -2.391], [0.078, 0.299, -0.357], [-0.137, -0.012, -0.037], [0.084, 0.057, -0.021], [0.005, 0.008, 0.075], [-0.040, -0.031, 0.029], [0.005, -0.028, -0.035], [0.020, 0.016, 0.060], [0.065, -0.047, -0.033], [-0.036, -0.017, 0.054], [-0.024, -0.024, -0.020], [0.070, -0.022, 0.021], [0.038, -0.006, 0.013], [-0.077, 0.044, -0.009], [0.022, -0.018, 0.018], [0.002, 0.006, -0.015], [-0.001, -0.007, 0.000], [0.001, -0.027, -0.012], [0.034, -0.035, -0.003], [-0.008, -0.017, -0.032], [0.004, 0.001, -0.009], [0.013, -0.015, 0.005], [0.003, 0.005, 0.004], [-0.023, 0.046, 0.030]], "lowdin_charge": [1.3112, -0.0321, -0.2500, 0.0962, -0.1370, -0.1878, -0.2224, -0.0698, -0.0952, -0.1091, 0.0770, -0.3640, -0.0306, -0.0884, -0.1077, -0.1666, -0.6563, 0.9554, -0.3734, -0.4750, 0.0725, 0.0519, 0.0730, 0.0935, 0.1074, 0.1082, 0.0610, 0.1150, 0.1180, 0.0962, 0.0920, 0.0841, 0.4008, -0.8559, -0.1584, -0.1337, -0.1274, -0.2644, 0.0348, 0.0719, 0.0867, 0.0798, 0.0588, 0.7420, -0.7641, -0.1389, -0.0804, -0.0641, -0.1386, 0.0658, 0.0908, 0.1017, 0.1007, 0.0739, -0.1060, -0.4063, -0.1086, -0.1402, -0.9305, 0.9333, -0.3352, -0.0728, -0.0749, -0.0893, -0.0825, -0.1012, -0.3671, -0.0881, -0.0793, -0.0976, -0.0824, -0.0591, 0.0964, 0.0993, 0.0940, 0.0982, 0.0671, 0.1076, 0.0987, 0.0911, 0.0954, 0.1112]}